Computed, not measured: C46H44N10PbSSbSe4 as an isolated structure at a distorted geometry, with ωB97M-V/def2-TZVPD.

Last column: Löwdin charge in e.
CARTESIAN COORDINATES (ANGSTROEM)
1 Pb -0.16808 -0.35201 -0.08965  0.98
2 N -2.08133 0.17417 4.03042  0.07
3 C -1.66917 0.21218 2.76240  -0.27
4 N -1.67253 -0.78439 1.92852  -0.03
5 C -2.03978 -2.02585 2.41180  -0.30
6 N -2.06514 -3.07372 1.64650  0.07
7 N -1.53263 -2.77016 0.41734  -0.06
8 C -1.95559 -3.51397 -0.52944  -0.10
9 C -1.42939 -3.46219 -1.90011  -0.27
10 C -1.80787 -4.46704 -2.79036  -0.03
11 C -1.27649 -4.47080 -4.06658  -0.07
12 C -0.38524 -3.47080 -4.41711  -0.07
13 C -0.08123 -2.50401 -3.46918  -0.14
14 N -0.58791 -2.48716 -2.24607  0.08
15 C -2.36929 -2.18182 3.83221  -0.16
16 C -2.59015 -3.42727 4.42448  -0.04
17 C -2.83666 -3.51597 5.77585  -0.09
18 C -2.85103 -2.36006 6.56382  -0.09
19 C -2.62166 -1.12490 6.00264  -0.04
20 C -2.38104 -1.04086 4.63154  -0.28
21 H -1.73789 0.94059 4.61311  -0.08
22 H -1.29782 1.17813 2.44322  0.07
23 H -2.70816 -4.27415 -0.31647  0.12
24 H -2.49808 -5.23544 -2.46946  0.11
25 H -1.54825 -5.24516 -4.77243  0.10
26 H 0.06803 -3.43427 -5.39812  0.10
27 H 0.61237 -1.70649 -3.70541  0.09
28 H -2.53056 -4.30793 3.80109  0.11
29 H -2.98537 -4.48295 6.23729  0.10
30 H -3.01987 -2.43698 7.62955  0.10
31 H -2.58684 -0.23021 6.60968  0.12
32 C -4.28162 1.32864 -0.78926  -0.02
33 C -4.07358 0.76662 -2.16652  -0.21
34 C -5.02883 -0.05564 -2.75221  -0.05
35 C -4.83371 -0.60362 -4.00906  -0.09
36 C -3.66935 -0.32506 -4.70522  -0.06
37 C -2.68793 0.49023 -4.15744  -0.22
38 C -1.40373 0.76326 -4.88454  -0.03
39 C -2.89846 1.02960 -2.88497  -0.22
40 N -1.84721 1.73355 -2.26155  0.14
41 C -1.75183 2.99484 -2.30500  -0.26
42 C -2.71637 3.89015 -3.02863  -0.02
43 C -0.58932 3.65413 -1.57384  -0.27
44 C -0.47449 5.14611 -1.69048  -0.01
45 N 0.19668 2.92112 -0.89657  0.15
46 C 1.29498 3.49693 -0.19729  -0.24
47 C 2.50717 3.72469 -0.84049  -0.22
48 C 2.67229 3.60917 -2.33235  -0.05
49 C 3.59259 4.11402 -0.05839  -0.06
50 C 3.47273 4.27475 1.30938  -0.07
51 C 2.23864 4.10715 1.92014  -0.03
52 C 1.13240 3.74178 1.16964  -0.24
53 C -0.21924 3.57522 1.78104  -0.07
54 H -5.30913 1.17190 -0.46279  0.08
55 H -4.07214 2.39846 -0.74848  0.07
56 H -3.62675 0.84651 -0.06630  0.07
57 H -5.93766 -0.27001 -2.20248  0.11
58 H -5.58565 -1.24936 -4.44308  0.10
59 H -3.50807 -0.75281 -5.68772  0.11
60 H -1.41730 0.31040 -5.87571  0.08
61 H -0.55659 0.35729 -4.33041  0.06
62 H -1.22069 1.83332 -5.00153  0.08
63 H -3.49341 3.30271 -3.51471  0.08
64 H -2.19334 4.48392 -3.78078  0.09
65 H -3.18574 4.59262 -2.33670  0.09
66 H -1.40808 5.62674 -1.39297  0.08
67 H -0.27314 5.43774 -2.72420  0.09
68 H 0.33161 5.51546 -1.05912  0.09
69 H 3.47068 2.90704 -2.58441  0.06
70 H 2.94392 4.57620 -2.76212  0.08
71 H 1.76143 3.27230 -2.82701  0.06
72 H 4.55008 4.27741 -0.54047  0.11
73 H 4.33905 4.52179 1.90785  0.10
74 H 2.13193 4.21650 2.99213  0.11
75 H -0.21974 3.85888 2.83020  0.02
76 H -0.48655 2.51751 1.74293  0.02
77 H -0.98090 4.14586 1.24355  0.08
78 N 4.01439 -2.12766 0.88603  0.10
79 C 3.93738 -2.76123 2.15227  -0.26
80 C 4.95634 -2.56303 3.06531  -0.04
81 C 4.89859 -3.15678 4.31811  -0.09
82 C 3.81865 -3.95268 4.65304  -0.11
83 C 2.79338 -4.14323 3.73723  -0.17
84 C 2.84924 -3.55438 2.48657  -0.48
85 S 1.49906 -3.78923 1.37295  0.93
86 N 1.87008 -2.78610 0.06776  -0.27
87 C 2.95168 -2.11864 0.01226  -0.50
88 C 3.14502 -1.21469 -1.15812  -0.23
89 C 4.37288 -1.11895 -1.80156  0.00
90 C 4.49931 -0.25206 -2.87480  -0.05
91 C 3.40989 0.51520 -3.25335  -0.08
92 C 2.23359 0.37659 -2.53186  -0.16
93 N 2.10140 -0.47537 -1.52341  0.01
94 H 4.54595 -1.26789 0.89789  0.14
95 H 5.78546 -1.91766 2.80270  0.11
96 H 5.68703 -2.97140 5.03460  0.10
97 H 3.74577 -4.39429 5.63705  0.10
98 H 1.91868 -4.71795 4.01144  0.09
99 H 5.19790 -1.73889 -1.47950  0.12
100 H 5.44128 -0.17184 -3.40229  0.11
101 H 3.46907 1.22263 -4.06876  0.10
102 H 1.36131 0.98364 -2.75419  0.09
103 Se 3.77684 0.91092 4.72241  -0.26
104 Sb 1.44922 0.34842 4.41876  -0.21
105 Se 1.64209 0.13790 1.76769  0.01
106 Se -0.05180 2.14804 5.14111  -0.03
107 Se 0.62939 -1.84397 5.04951  0.05

## Properties
Orbital gap = 5.3 eV
E = -12764.054182 hartree
Lowest unoccupied orbital energy = 0.0655 hartree
Total charge = -1